The following is a DFT calculation (ωB97M-V/def2-TZVPD) of 4 unconnected molecules or ions with the total composition C27H59FO2P.

ORCA input file:
```
! RIJCOSX wB97M-V def2-TZVPD def2/J DEFGRID3
* xyz -1 1
C 4.64 1.40 0.00
C 4.55 2.01 -1.03
C 3.95 2.68 -2.22
C 2.97 3.81 -1.83
C 1.85 3.41 -0.86
C 0.46 3.05 -1.48
C 0.35 2.70 -3.02
O -0.95 3.01 -3.45
P -1.90 3.92 -2.31
C -2.64 2.24 -1.73
C -3.90 2.40 -0.91
F -4.59 1.16 -0.84
O -0.58 3.91 -1.17
H 4.68 0.85 0.90
H 4.78 3.12 -2.78
H 3.47 1.95 -2.86
H 2.57 4.31 -2.72
H 3.58 4.56 -1.32
H 2.14 2.60 -0.19
H 1.65 4.28 -0.23
H 0.20 2.08 -1.02
H 1.00 3.25 -3.73
H 0.53 1.64 -3.25
H -2.99 4.12 -3.26
H -2.80 4.54 -1.35
H -1.38 5.19 -2.78
H -1.92 1.58 -1.23
H -2.95 1.71 -2.64
H -4.56 3.07 -1.48
H -3.72 2.77 0.10
C 1.69 -1.09 -1.51
C 0.80 -2.16 -0.89
C -0.15 -1.62 0.17
C 0.54 -1.00 1.39
C 1.50 -1.92 2.13
C 0.83 -3.15 2.73
H 2.35 -0.63 -0.77
H 2.31 -1.52 -2.29
H 1.08 -0.30 -1.96
H 1.43 -2.96 -0.48
H 0.21 -2.62 -1.69
H -0.81 -2.43 0.50
H -0.80 -0.87 -0.28
H -0.23 -0.66 2.08
H 1.08 -0.10 1.08
H 1.97 -1.35 2.95
H 2.32 -2.24 1.48
H 0.03 -2.86 3.42
H 1.55 -3.76 3.29
H 0.39 -3.79 1.96
C -4.93 -0.56 -3.62
C -5.99 -1.02 -2.62
C -6.15 -2.54 -2.58
C -6.60 -3.19 -3.88
C -7.93 -2.67 -4.44
C -9.11 -2.92 -3.51
H -5.19 -0.83 -4.64
H -4.83 0.53 -3.58
H -3.96 -0.99 -3.38
H -6.95 -0.55 -2.86
H -5.71 -0.67 -1.63
H -6.85 -2.80 -1.78
H -5.19 -2.99 -2.29
H -6.69 -4.27 -3.72
H -5.83 -3.06 -4.64
H -8.12 -3.17 -5.39
H -7.85 -1.61 -4.66
H -9.23 -3.99 -3.30
H -10.04 -2.56 -3.97
H -8.99 -2.40 -2.56
C 5.13 1.55 6.75
C 5.56 0.09 6.83
C 6.57 -0.31 5.76
C 6.06 -0.19 4.32
C 4.81 -0.99 4.00
C 4.99 -2.50 4.16
H 4.62 1.77 5.82
H 4.44 1.79 7.57
H 5.99 2.21 6.84
H 4.68 -0.56 6.78
H 6.01 -0.09 7.81
H 6.90 -1.34 5.94
H 7.46 0.31 5.86
H 6.87 -0.50 3.64
H 5.88 0.87 4.09
H 4.52 -0.79 2.97
H 3.97 -0.66 4.63
H 5.79 -2.86 3.52
H 4.07 -3.02 3.89
H 5.23 -2.77 5.20
*
```

Calculated values
**Energy above the lowest of the compared OMol25 structures with the same formula, charge and spin**: 0.00 kJ/mol
**Maximum force**: 0.0417 hartree/bohr
**LUMO energy**: 2.3168 eV

Here are the Mulliken charges for atoms 1 to 8, given in e: C -0.247; C -0.204; C -0.593; C -0.970; C -0.467; C 1.079; C -0.182; O -0.518



The following is a DFT calculation (ωB97M-V/def2-TZVPD) of 4 unconnected molecules or ions with the total composition C27H59N3O4.

ORCA input file:
```
! RIJCOSX wB97M-V def2-TZVPD def2/J DEFGRID3
* xyz 0 1
C 14.91 11.71 12.21
C 14.41 11.00 13.42
C 15.75 10.48 14.10
C 13.75 11.98 14.42
C 12.97 11.32 15.50
C 11.95 10.39 14.87
C 12.61 9.32 14.05
C 13.42 8.27 14.90
C 11.50 8.64 13.26
N 13.45 9.95 13.03
O 13.98 9.03 12.11
H 15.52 12.65 12.44
H 15.41 10.96 11.67
H 14.09 11.95 11.50
H 15.56 10.34 15.18
H 15.97 9.53 13.59
H 16.55 11.23 14.01
H 14.68 12.48 14.83
H 13.13 12.73 13.96
H 13.60 10.70 16.24
H 12.50 12.06 16.13
H 11.27 10.92 14.21
H 11.26 9.88 15.56
H 14.03 8.79 15.57
H 13.94 7.48 14.27
H 12.76 7.60 15.48
H 11.92 7.84 12.63
H 10.98 9.28 12.57
H 10.75 8.11 13.88
H 14.42 8.24 12.47
C 7.01 14.01 9.81
C 8.12 13.04 9.24
C 7.83 11.61 9.62
C 8.10 13.11 7.70
C 8.71 14.40 7.11
C 10.18 14.55 7.51
C 10.21 14.50 9.05
C 11.67 14.45 9.47
C 9.64 15.74 9.84
N 9.58 13.20 9.48
O 9.69 13.11 10.92
H 6.94 13.98 10.87
H 7.16 15.06 9.40
H 6.00 13.68 9.37
H 8.53 10.80 9.24
H 7.70 11.42 10.66
H 6.80 11.39 9.36
H 8.61 12.24 7.40
H 7.08 13.00 7.36
H 8.62 14.26 6.07
H 8.09 15.21 7.43
H 10.63 15.51 7.07
H 10.75 13.71 7.10
H 12.20 15.36 9.08
H 12.32 13.72 8.96
H 11.83 14.33 10.55
H 10.10 15.70 10.83
H 8.59 15.81 9.94
H 10.03 16.68 9.46
H 10.46 12.52 11.05
C 14.41 9.61 6.77
C 13.44 10.26 7.91
C 14.21 11.24 8.79
C 12.27 10.94 7.29
C 11.33 9.97 6.59
C 10.87 8.92 7.57
C 12.00 8.20 8.32
C 11.35 7.58 9.49
C 12.68 7.11 7.44
N 12.84 9.30 8.80
O 13.89 8.63 9.43
H 14.98 8.74 7.14
H 13.90 9.36 5.81
H 15.15 10.35 6.47
H 14.93 10.75 9.30
H 14.55 12.14 8.28
H 13.39 11.63 9.42
H 11.62 11.33 8.05
H 12.54 11.78 6.69
H 10.49 10.58 6.22
H 11.81 9.36 5.82
H 10.22 8.27 6.96
H 10.21 9.29 8.33
H 10.84 6.69 9.28
H 10.75 8.34 10.00
H 12.16 7.16 10.17
H 13.46 6.62 8.00
H 13.17 7.54 6.59
H 11.92 6.37 7.17
H 13.93 8.93 10.40
O 11.75 10.98 10.99
H 12.13 10.64 11.81
H 12.02 10.34 10.27
*
```

Calculated values
**Energy above the lowest of the compared OMol25 structures with the same formula, charge and spin**: 263.06 kJ/mol
**Maximum force**: 0.0786 hartree/bohr
**LUMO energy**: 0.4518 eV
**SMILES string**: CC1(C)CCCC(C)(C)N1O.CC1(C)CCCC(C)(C)N1O.CC1(C)CCCC(C)(C)N1O.O

Here are the Mulliken charges for atoms 1 to 8, given in e: C -1.774; C 1.230; C -1.675; C -1.184; C -0.559; C -1.279; C 1.354; C -1.470